No. 1
The following is a DFT calculation (ωB97M-V/def2-TZVPD) of a molecular structure, C8H24LiO4S4 at a distorted geometry.

The geometry in XYZ format:
```
41
Properties=species:S:1:pos:R:3
Li 50.89 37.19 43.63
C 53.55 36.73 46.34
S 52.04 35.82 46.45
O 51.07 36.33 45.41
C 52.55 34.25 45.77
H 53.69 36.96 45.20
H 54.33 36.01 46.49
H 53.64 37.80 46.86
H 53.04 34.27 44.88
H 51.96 33.45 46.04
H 53.45 33.95 46.31
C 48.48 38.38 45.95
S 48.11 38.26 44.26
O 49.40 38.43 43.50
C 47.60 36.52 44.09
H 47.68 38.28 46.47
H 48.81 39.48 46.24
H 49.28 37.81 46.30
H 48.42 35.78 44.31
H 47.36 36.27 43.20
H 46.60 36.41 44.61
C 53.32 40.75 43.06
S 53.53 39.06 42.34
O 52.47 38.19 43.06
C 52.86 39.53 40.68
H 52.44 41.00 43.11
H 53.85 41.37 42.30
H 53.91 40.86 43.94
H 53.24 40.37 40.52
H 51.76 39.79 40.67
H 53.02 38.67 40.21
C 52.25 35.60 40.38
S 50.50 35.47 40.94
O 50.49 35.82 42.42
C 49.93 36.95 40.01
H 52.76 36.47 40.72
H 52.15 35.49 39.38
H 52.70 34.66 40.91
H 48.83 36.88 40.20
H 50.30 36.83 38.92
H 50.53 37.75 40.29
```

Calculated values
E_HOMO, eV: -11.8
2S+1: 1
E, eV: -60411.4714
HOMO-LUMO gap, eV: 9.81
Net charge: +1

=====

No. 2
The following is a DFT calculation (ωB97M-V/def2-TZVPD) of a molecular structure, C31H39ClN12O4PSTa at a distorted geometry.

The geometry in XYZ format:
```
90
Properties=species:S:1:pos:R:3
Ta 0.70 0.44 1.18
C -4.84 0.40 2.33
N -3.60 0.33 1.53
C -3.55 0.22 0.16
C -2.24 0.19 -0.19
N -1.49 0.27 0.96
C -2.34 0.35 1.98
P -1.87 0.31 3.73
C -0.67 1.68 3.67
N 0.11 1.99 2.62
C 0.79 3.15 2.94
C 0.39 3.53 4.18
N -0.52 2.60 4.62
C -1.19 2.64 5.94
C -0.71 -1.09 3.48
N -0.03 -1.37 2.35
C 0.62 -2.57 2.59
C 0.32 -2.99 3.84
N -0.52 -2.05 4.39
C -1.05 -2.10 5.76
H -5.68 0.49 1.64
H -4.81 1.28 2.97
H -4.95 -0.50 2.92
H -4.45 0.19 -0.44
H -1.79 0.13 -1.16
H 1.47 3.64 2.27
H 0.67 4.39 4.78
H -0.96 3.59 6.41
H -0.81 1.84 6.57
H -2.26 2.55 5.81
H 1.25 -3.04 1.86
H 0.62 -3.88 4.38
H -0.76 -3.05 6.21
H -2.14 -2.04 5.74
H -0.64 -1.29 6.35
S 1.90 0.01 -0.83
C 1.61 1.43 -1.76
N 2.32 1.80 -2.87
N 3.38 1.22 -3.18
C 4.15 1.53 -4.33
C 5.40 0.93 -4.41
C 6.20 1.22 -5.50
C 5.74 2.09 -6.48
C 4.46 2.65 -6.39
C 3.65 2.38 -5.31
N 0.66 2.24 -1.41
N 0.03 2.05 -0.30
C -1.21 2.86 -0.31
C -1.80 3.38 0.83
C -2.93 4.19 0.71
C -3.48 4.46 -0.53
C -2.90 3.91 -1.67
C -1.78 3.11 -1.56
H 3.77 0.49 -2.57
H 5.75 0.27 -3.62
H 7.18 0.78 -5.58
H 6.37 2.33 -7.32
H 4.11 3.30 -7.18
H 2.66 2.81 -5.23
H -1.38 3.23 1.80
H -3.36 4.63 1.60
H -4.34 5.12 -0.61
H -3.32 4.11 -2.64
H -1.33 2.70 -2.45
O 4.21 0.19 3.04
Cl 2.88 0.22 2.64
O 1.88 0.22 3.67
O 2.55 1.41 1.75
O 2.49 -0.90 1.71
C 0.73 -4.99 -2.16
C 0.95 -3.65 -1.42
N -0.26 -2.82 -1.47
C -1.41 -3.62 -1.03
C -1.71 -4.76 -2.04
N -0.53 -4.85 -2.96
C -0.45 -3.62 -3.82
C -0.47 -2.40 -2.86
H 0.59 -5.83 -1.48
H 1.55 -5.24 -2.83
H 1.77 -3.09 -1.87
H 1.22 -3.85 -0.38
H -2.28 -2.97 -0.94
H -1.19 -4.03 -0.04
H -2.59 -4.55 -2.66
H -1.85 -5.73 -1.56
H -0.63 -5.67 -3.56
H -1.31 -3.62 -4.49
H 0.46 -3.68 -4.41
H -1.43 -1.89 -2.92
H 0.30 -1.69 -3.14
```

Calculated values
E_HOMO (spin up / spin down), eV: -17.3 / -17.3
2S+1: 1
E, eV: -93005.6609
HOMO-LUMO gap (spin up / spin down), eV: 5.59 / 5.58
Net charge: +4

=====

No. 3
The following is a DFT calculation (ωB97M-V/def2-TZVPD) of a molecular structure, C4H9INO at a distorted geometry.

The geometry in XYZ format:
```
16
Properties=species:S:1:pos:R:3
C 1.49 1.64 -0.11
C 0.93 -0.96 -0.21
C -2.20 -1.36 -0.02
C 0.75 0.41 0.45
N -0.66 0.41 0.40
O -1.38 1.31 0.12
I -3.73 0.07 -0.01
H 2.31 2.05 0.52
H 1.99 1.33 -1.09
H 0.69 2.45 -0.39
H 0.38 -1.09 -1.16
H 0.40 -1.71 0.39
H 2.06 -1.25 -0.24
H -2.08 -2.11 0.83
H -1.78 -1.54 -1.08
H 0.84 0.35 1.61
```

Calculated values
E_HOMO (spin up / spin down), eV: -14.4 / -14.4
2S+1: 1
E, eV: -15919.4274
HOMO-LUMO gap (spin up / spin down), eV: 8.29 / 8.29
Net charge: +1

=====

No. 4
The following is a DFT calculation (ωB97M-V/def2-TZVPD) of 13 unconnected molecules or ions with the total composition C49H126N6O7 at a distorted geometry.

The geometry in XYZ format:
```
188
Properties=species:S:1:pos:R:3
C -2.99 3.95 5.58
C -1.65 3.60 5.07
N -0.92 4.86 4.76
C 0.08 4.66 3.68
C -0.60 4.16 2.40
C -0.36 5.38 5.99
C 0.21 6.73 5.72
H -3.65 4.41 4.84
H -3.03 4.55 6.48
H -3.46 3.03 5.92
H -1.15 2.95 5.78
H -1.83 3.00 4.18
H 0.54 5.62 3.45
H 0.90 3.96 3.86
H -1.64 4.44 2.29
H -0.03 4.46 1.51
H -0.62 3.07 2.48
H 0.41 4.72 6.39
H -1.13 5.53 6.74
H 1.18 6.75 5.22
H 0.38 7.29 6.64
H -0.38 7.29 5.00
C -0.92 -4.05 -2.82
C -0.59 -4.40 -4.30
N -1.43 -5.45 -4.93
C -1.11 -5.66 -6.34
C 0.31 -6.09 -6.56
C -2.87 -5.43 -4.65
C -3.54 -4.15 -5.08
H -0.77 -4.89 -2.14
H -1.93 -3.66 -2.66
H -0.11 -3.40 -2.50
H -0.74 -3.45 -4.82
H 0.47 -4.65 -4.33
H -1.79 -6.41 -6.74
H -1.32 -4.73 -6.87
H 0.59 -6.96 -5.96
H 0.32 -6.45 -7.59
H 1.05 -5.30 -6.45
H -3.02 -5.58 -3.58
H -3.37 -6.27 -5.14
H -3.04 -3.29 -4.63
H -4.60 -4.21 -4.87
H -3.53 -3.95 -6.15
C 2.43 -5.20 -1.50
C 1.83 -5.82 -0.22
N 2.16 -5.11 1.04
C 3.63 -4.98 1.20
C 4.28 -6.35 1.17
C 1.57 -3.78 1.05
C 1.55 -3.12 2.44
H 3.52 -5.27 -1.50
H 2.15 -4.18 -1.77
H 2.07 -5.80 -2.33
H 0.75 -5.85 -0.39
H 2.07 -6.88 -0.10
H 4.09 -4.37 0.42
H 3.89 -4.53 2.16
H 3.77 -6.98 1.90
H 4.25 -6.77 0.17
H 5.28 -6.30 1.61
H 0.55 -3.91 0.67
H 2.08 -3.05 0.42
H 0.83 -2.32 2.60
H 2.53 -2.77 2.76
H 1.23 -3.90 3.13
C -7.84 -1.08 -1.48
C -6.84 -2.15 -1.26
N -5.61 -1.61 -0.74
C -4.37 -2.37 -1.05
C -2.97 -1.73 -0.71
C -5.65 -1.23 0.68
C -5.55 -2.41 1.65
H -7.37 -0.32 -2.11
H -8.15 -0.60 -0.55
H -8.75 -1.51 -1.90
H -7.26 -2.97 -0.68
H -6.69 -2.59 -2.25
H -4.43 -2.63 -2.11
H -4.39 -3.32 -0.51
H -2.78 -1.34 0.29
H -2.65 -0.96 -1.41
H -2.23 -2.54 -0.71
H -4.87 -0.48 0.83
H -6.62 -0.77 0.86
H -4.50 -2.69 1.79
H -6.00 -2.07 2.59
H -6.07 -3.29 1.29
C 3.82 1.26 1.63
C 2.86 0.72 2.67
N 3.36 0.62 4.04
C 2.28 0.28 4.95
C 1.24 1.39 5.17
C 4.46 -0.37 4.13
C 5.33 -0.11 5.38
H 4.27 2.18 2.01
H 3.31 1.56 0.72
H 4.61 0.56 1.40
H 2.05 1.44 2.65
H 2.38 -0.19 2.31
H 1.78 -0.67 4.79
H 2.77 0.28 5.93
H 1.80 2.30 5.35
H 0.52 1.51 4.36
H 0.73 1.23 6.12
H 5.16 -0.15 3.32
H 4.05 -1.39 4.15
H 5.66 0.93 5.45
H 6.25 -0.68 5.48
H 4.84 -0.31 6.33
C 3.14 4.36 0.85
C 2.99 5.74 0.30
N 2.57 5.72 -1.13
C 2.83 6.96 -1.82
C 4.27 7.00 -2.31
C 1.13 5.41 -1.19
C 0.64 5.05 -2.58
H 3.72 4.34 1.78
H 3.67 3.70 0.16
H 2.16 3.92 1.00
H 2.37 6.38 0.93
H 3.97 6.21 0.42
H 2.26 6.99 -2.75
H 2.53 7.81 -1.20
H 4.45 6.16 -2.98
H 4.46 7.93 -2.85
H 4.95 6.91 -1.47
H 0.54 6.23 -0.76
H 0.92 4.53 -0.59
H 1.23 4.26 -3.05
H 0.41 5.91 -3.21
H -0.34 4.60 -2.44
C -1.92 -0.10 -5.50
O -1.67 -0.15 -4.08
H -0.97 0.02 -6.02
H -2.40 -1.02 -5.81
H -2.55 0.75 -5.78
H -2.57 -0.08 -3.75
C 4.49 -1.09 -1.38
O 4.13 -2.35 -1.84
H 5.55 -0.96 -1.58
H 3.90 -0.30 -1.84
H 4.42 -1.01 -0.29
H 3.77 -2.18 -2.72
C 1.61 1.75 -5.42
O 2.54 0.90 -6.02
H 1.18 2.47 -6.12
H 0.81 1.10 -5.06
H 1.97 2.29 -4.55
H 3.22 1.44 -6.44
C -2.97 4.52 -0.78
O -2.95 3.53 -1.78
H -3.68 5.30 -1.04
H -3.14 4.11 0.22
H -1.98 4.97 -0.67
H -3.66 2.91 -1.59
C 2.07 -2.11 -4.70
O 2.70 -1.01 -4.20
H 2.45 -3.01 -4.22
H 1.01 -1.90 -4.57
H 2.31 -2.27 -5.75
H 2.58 -0.30 -4.83
C -2.53 0.05 3.39
C -3.65 -0.31 4.35
C -3.33 -1.74 4.72
O -2.04 -2.03 4.18
C -1.38 -0.81 3.87
H -2.31 1.11 3.29
H -2.84 -0.42 2.45
H -4.62 -0.17 3.87
H -3.67 0.29 5.26
H -4.02 -2.43 4.22
H -3.35 -1.91 5.79
H -0.66 -0.94 3.06
H -0.90 -0.45 4.78
C 0.83 0.53 -1.74
C -0.28 1.40 -1.15
C -0.15 1.03 0.37
O 0.50 -0.24 0.42
C 0.73 -0.76 -0.91
H 1.79 1.04 -1.66
H 0.62 0.29 -2.78
H -1.22 1.09 -1.61
H -0.19 2.48 -1.33
H -1.13 1.09 0.84
H 0.49 1.78 0.83
H -0.15 -1.34 -1.18
H 1.60 -1.41 -0.99
```

Calculated values
E_HOMO, eV: -8.0
2S+1: 1
E, eV: -76123.6435
HOMO-LUMO gap, eV: 8.30

=====

- Among the records above, which one has the highest E?
  C4H9INO

=====

- Which formula does entry 4 have?
  C49H126N6O7